Entry from the Open Molecules 2025 dataset: a 2-piece molecular cluster, C6H10N3P overall in a non-equilibrium geometry (ωB97M-V/def2-TZVPD).

```
! RIJCOSX wB97M-V def2-TZVPD def2/J DEFGRID3
* xyz 0 1
C 0.285 -1.935 -0.201
C 0.626 -0.447 -0.783
C -0.605 0.427 -0.805
N -1.665 0.259 -1.574
N -2.520 1.268 -1.393
N -2.046 2.019 -0.515
C -0.795 1.541 -0.094
C 0.027 2.185 0.919
H -0.057 -2.639 -0.949
H -0.398 -1.837 0.615
H 1.214 -2.280 0.068
H 1.085 -0.608 -1.779
H 1.312 0.033 0.102
H -1.842 -0.571 -2.137
H 0.989 2.519 0.411
H -0.382 3.068 1.209
H 0.127 1.481 1.797
C -3.590 0.203 0.994
P -4.005 -0.892 -0.037
H -3.355 1.114 1.360
*
```

The orbital gap is 0.349 hartree. As for the HOMO energy: -8.92 eV. Its SMILES is CCc1[nH]nnc1C.C#P. Its energy relative to the best compared isomer or geometry (same formula, charge and spin) is 71.0 kcal per mole. The calculation puts the total energy at -740.0986 a.u.

Entry from the Open Molecules 2025 dataset: a 8-piece molecular cluster, C32H50O23S overall in a non-equilibrium geometry (ωB97M-V/def2-TZVPD).

```
! RIJCOSX wB97M-V def2-TZVPD def2/J DEFGRID3
* xyz 0 1
C -34.612 18.334 11.482
C -35.350 18.216 10.151
C -34.830 19.403 9.231
O -34.687 18.591 7.997
C -34.843 17.283 8.262
O -34.794 16.464 7.266
O -35.209 17.020 9.458
H -34.808 18.983 12.129
H -33.486 18.488 11.494
H -34.893 17.493 12.206
H -36.373 18.263 10.243
H -33.998 19.896 9.328
H -35.536 20.137 9.153
C -33.754 15.724 2.654
C -34.041 16.885 1.812
C -35.099 16.782 0.841
O -35.647 18.062 0.713
C -35.426 18.714 1.860
O -35.976 19.788 2.098
O -34.533 17.977 2.536
H -33.126 15.769 3.624
H -33.074 14.842 2.085
H -34.733 15.472 3.105
H -32.982 17.065 1.356
H -35.953 15.951 1.117
H -34.966 16.543 -0.255
C -39.145 21.193 2.211
C -39.730 22.483 1.848
C -41.229 22.484 1.503
O -41.730 23.108 2.525
C -40.838 23.604 3.422
O -41.141 24.189 4.365
O -39.572 23.398 2.964
H -38.901 20.877 1.210
H -39.854 20.918 3.044
H -38.149 21.379 2.808
H -39.111 22.853 1.048
H -41.530 21.548 1.288
H -41.210 23.057 0.514
C -41.058 17.765 2.657
C -40.312 17.625 1.253
C -39.769 16.247 0.873
O -40.026 16.168 -0.439
C -40.884 17.178 -0.768
O -41.245 17.446 -1.906
O -41.151 17.870 0.224
H -41.630 18.900 2.779
H -40.017 17.637 3.360
H -41.794 17.155 3.065
H -39.675 18.419 1.368
H -40.011 15.372 1.385
H -38.678 16.228 0.994
C -39.988 11.831 3.446
C -39.902 12.921 4.646
C -40.618 14.273 4.118
O -41.660 14.394 5.013
C -41.591 13.563 6.002
O -42.268 13.525 7.048
O -40.743 12.574 5.757
H -39.535 10.786 3.533
H -39.631 12.322 2.638
H -41.016 11.604 3.163
H -38.963 13.348 4.889
H -41.262 14.265 3.334
H -39.938 15.137 4.105
C -37.194 16.623 4.646
C -37.689 17.572 5.808
C -37.273 19.134 5.530
O -38.510 19.646 5.867
C -39.471 18.735 6.066
O -40.668 19.047 6.353
O -39.062 17.488 5.969
H -37.104 15.616 4.911
H -36.139 16.674 4.209
H -38.003 16.647 3.922
H -37.084 17.434 6.691
H -37.013 19.359 4.534
H -36.492 19.302 6.094
C -43.669 17.650 4.915
C -43.691 16.965 6.314
C -43.830 17.930 7.495
O -44.389 17.134 8.431
C -45.030 16.031 7.807
O -45.855 15.207 8.394
O -44.722 16.078 6.528
H -43.635 16.897 4.171
H -42.904 18.335 4.744
H -44.702 18.144 4.649
H -42.660 16.626 6.530
H -44.634 18.887 7.386
H -42.848 18.394 7.697
O -40.267 15.876 10.622
S -39.055 16.111 9.906
O -38.662 17.467 9.592
C -37.784 15.273 10.842
C -37.971 13.864 10.368
C -38.159 13.907 8.826
C -39.165 15.085 8.456
H -38.160 15.390 11.764
H -36.888 15.804 10.665
H -37.046 13.323 10.521
H -38.929 13.450 10.788
H -38.153 12.904 8.225
H -37.182 14.423 8.473
H -40.052 14.785 8.310
H -38.744 15.523 7.615
*
```

The orbital gap is 0.358 hartree. As for the HOMO energy: -9.95 eV. Its SMILES is C[C@H]1COC(=O)O1.C[C@H]1COC(=O)O1.C[C@H]1COC(=O)O1.C[C@H]1COC(=O)O1.C[C@H]1COC(=O)O1.C[C@H]1COC(=O)O1.C[C@H]1COC(=O)O1.O=S1(=O)CCCC1. Its energy relative to the best compared isomer or geometry (same formula, charge and spin) is 27.5 kcal per mole. The calculation puts the total energy at -3377.6401 a.u.

Entry from the Open Molecules 2025 dataset: C24H19N4O8PdS as an isolated structure (ωB97M-V/def2-TZVPD).

```
! RIJCOSX wB97M-V def2-TZVPD def2/J DEFGRID3
* xyz -1 1
Pd 0.356 0.769 -0.558
O 3.489 -1.189 1.313
C 2.835 -0.566 0.487
O 1.779 0.118 0.766
C 3.299 -0.550 -0.959
C 4.648 -0.610 -1.196
C 5.140 -0.556 -2.501
C 4.289 -0.448 -3.580
C 2.932 -0.384 -3.346
C 2.361 -0.485 -2.043
O 1.094 -0.635 -1.868
N 2.070 -0.235 -4.512
O 2.436 -0.760 -5.558
O 1.036 0.384 -4.389
N 6.570 -0.613 -2.735
O 7.311 -0.670 -1.768
O 6.971 -0.564 -3.888
H 5.324 -0.711 -0.359
H 4.670 -0.409 -4.588
C -6.416 0.728 0.708
C -4.979 0.954 1.089
C -4.271 2.042 0.587
C -2.938 2.234 0.908
C -2.309 1.327 1.744
C -2.986 0.226 2.245
C -4.322 0.052 1.925
S -0.569 1.500 2.096
C -0.678 2.789 3.342
O -0.010 2.257 0.905
H -6.790 1.539 0.085
H -7.051 0.652 1.592
H -6.524 -0.202 0.146
H -4.762 2.729 -0.092
H -2.366 3.040 0.466
H -2.463 -0.500 2.856
H -4.857 -0.810 2.306
H -1.138 3.668 2.894
H 0.336 3.007 3.673
H -1.278 2.415 4.171
N -7.901 4.291 -4.765
C -6.913 3.869 -4.352
C -5.686 3.342 -3.832
C -5.424 1.973 -3.902
C -4.248 1.466 -3.388
C -3.299 2.308 -2.789
C -3.573 3.684 -2.737
C -4.748 4.196 -3.249
C -2.113 1.783 -2.210
C -1.106 1.372 -1.669
H -6.150 1.314 -4.360
H -4.041 0.406 -3.438
H -2.840 4.341 -2.288
H -4.949 5.258 -3.203
N -0.720 -1.758 0.308
H -0.440 -2.095 -0.606
H -1.491 -2.320 0.647
H 0.073 -1.871 0.930
*
```

The orbital gap is 0.282 hartree. As for the HOMO energy: -5.73 eV. Its energy relative to the best compared isomer or geometry (same formula, charge and spin) is 27.9 kcal per mole. The calculation puts the total energy at -2272.8425 a.u.

Entry from the Open Molecules 2025 dataset: a 4-piece molecular cluster, C25H39ClINO15P overall in a non-equilibrium geometry (ωB97M-V/def2-TZVPD).

```
! RIJCOSX wB97M-V def2-TZVPD def2/J DEFGRID3
* xyz -1 1
C 0.383 -2.154 -3.477
C -0.637 -1.296 -2.782
O -1.683 -1.044 -3.318
O -0.339 -0.777 -1.578
C 0.364 -1.602 -0.613
P -0.540 -1.874 1.089
I -2.722 -2.665 -0.128
C -1.284 -0.068 0.960
C -0.275 1.009 0.876
O -0.332 2.044 1.521
C 0.309 -3.596 1.175
C -0.333 -4.837 0.558
C -1.366 -5.574 1.402
C -2.059 -6.703 0.675
O -2.960 -7.331 1.154
O -1.588 -7.009 -0.580
C -1.502 -2.213 2.746
C -0.879 -1.880 4.083
C -1.665 -2.579 5.212
Cl -0.960 -0.126 4.469
N 0.873 -1.083 2.027
C 1.975 -1.527 2.164
O 3.069 -1.918 2.293
H 0.563 -1.813 -4.491
H -0.068 -3.142 -3.589
H 1.308 -2.305 -2.930
H 0.595 -2.564 -1.063
H 1.314 -1.095 -0.439
H -1.986 0.016 0.138
H -1.839 0.162 1.868
H 0.563 0.897 0.169
H 1.305 -3.552 0.733
H 0.457 -3.814 2.236
H 0.480 -5.572 0.478
H -0.631 -4.732 -0.479
H -0.898 -6.048 2.266
H -2.195 -4.949 1.726
H -2.273 -6.786 -1.224
H -2.512 -1.816 2.681
H -1.630 -3.294 2.764
H 0.138 -2.239 4.198
H -2.636 -2.116 5.352
H -1.748 -3.641 4.986
H -1.094 -2.484 6.135
C 1.444 3.994 2.875
C 2.513 4.982 2.493
C 3.724 5.014 3.396
O 4.186 6.367 3.245
C 3.112 7.128 2.921
O 3.112 8.318 2.908
O 2.052 6.350 2.621
H 0.541 4.158 2.298
H 1.777 2.975 2.696
H 1.183 4.099 3.931
H 2.810 4.835 1.451
H 4.504 4.315 3.105
H 3.463 4.854 4.444
C 3.814 2.012 -6.150
C 3.396 0.953 -5.164
C 4.402 0.640 -4.077
O 4.099 -0.725 -3.770
C 3.564 -1.286 -4.882
O 3.373 -2.448 -5.026
O 3.277 -0.334 -5.804
H 3.126 2.041 -6.993
H 3.824 2.992 -5.673
H 4.809 1.802 -6.545
H 2.422 1.197 -4.731
H 4.294 1.260 -3.191
H 5.432 0.694 -4.438
C -4.531 4.426 -1.990
C -4.828 3.346 -0.982
C -3.653 2.908 -0.133
O -3.996 1.557 0.174
C -4.780 1.085 -0.829
O -5.061 -0.053 -0.976
O -5.175 2.113 -1.635
H -5.369 4.549 -2.676
H -4.347 5.376 -1.488
H -3.655 4.165 -2.586
H -5.674 3.635 -0.351
H -3.531 3.485 0.780
H -2.712 2.909 -0.690
*
```

The orbital gap is 0.266 hartree. As for the HOMO energy: -5.33 eV. The calculation puts the total energy at -3258.7353 a.u.

Entry from the Open Molecules 2025 dataset: C23H38Br2N4O3PtSi2 as an isolated structure (ωB97M-V/def2-TZVPD).

```
! RIJCOSX wB97M-V def2-TZVPD def2/J DEFGRID3
* xyz 0 1
Pt 0.042 0.328 -0.095
Br -2.241 0.515 2.669
C -0.362 0.547 2.903
C 0.101 0.644 4.202
C 1.454 0.461 4.445
C 2.265 0.086 3.388
C 1.728 0.027 2.118
N 0.446 0.367 1.866
C 2.573 -0.565 0.980
O 3.615 -1.099 1.331
O 2.114 -0.459 -0.196
H -0.602 0.835 4.998
H 1.846 0.546 5.450
H 3.301 -0.199 3.493
Br 0.754 -3.346 -0.212
C -1.122 -3.533 -0.055
C -1.716 -4.747 -0.377
C -3.092 -4.835 -0.259
C -3.806 -3.727 0.174
C -3.107 -2.570 0.469
N -1.781 -2.467 0.353
H -1.112 -5.580 -0.704
H -3.600 -5.761 -0.498
H -4.882 -3.757 0.282
H -3.620 -1.676 0.806
C 0.576 3.575 1.918
Si -0.201 3.541 0.203
C 1.188 3.875 -1.017
C -1.290 5.081 0.140
C -1.226 2.005 -0.067
Si -2.541 2.054 -1.381
C -3.470 0.419 -1.375
C -3.879 3.327 -1.005
C -1.885 2.514 -3.085
H 0.927 4.589 2.130
H 1.437 2.907 2.004
H -0.142 3.311 2.700
H 1.553 4.892 -0.847
H 0.855 3.812 -2.056
H 2.030 3.193 -0.877
H -0.724 5.940 0.511
H -2.189 4.983 0.755
H -1.607 5.315 -0.881
H -1.840 2.022 0.845
H -4.024 0.358 -0.431
H -2.784 -0.424 -1.412
H -4.199 0.338 -2.189
H -4.215 3.246 0.034
H -4.748 3.128 -1.642
H -3.570 4.359 -1.178
H -0.970 1.987 -3.360
H -1.651 3.585 -3.091
H -2.629 2.343 -3.868
C -1.135 -0.384 -5.416
N -0.796 -0.991 -4.137
C -1.810 -1.899 -3.622
C -0.029 -0.309 -3.227
O -0.410 -0.278 -2.037
N 1.139 0.190 -3.669
C 1.951 1.080 -2.849
C 1.789 -0.285 -4.879
H -2.159 -0.001 -5.384
H -1.063 -1.119 -6.220
H -0.475 0.449 -5.638
H -1.982 -2.676 -4.368
H -2.754 -1.386 -3.424
H -1.461 -2.361 -2.701
H 1.371 1.438 -2.007
H 2.270 1.931 -3.455
H 2.818 0.551 -2.454
H 1.322 -1.203 -5.227
H 2.833 -0.491 -4.645
H 1.758 0.464 -5.674
*
```

The orbital gap is 0.280 hartree. As for the HOMO energy: -7.65 eV. Its energy relative to the best compared isomer or geometry (same formula, charge and spin) is 15.9 kcal per mole. The calculation puts the total energy at -7190.3684 a.u.

Entry from the Open Molecules 2025 dataset: a 2-piece molecular cluster, C4H12 overall in a non-equilibrium geometry (ωB97M-V/def2-TZVPD).

```
! RIJCOSX wB97M-V def2-TZVPD def2/J DEFGRID3
* xyz 0 1
C -0.996 1.145 1.406
C -0.380 1.483 2.805
H -0.236 1.431 0.681
H -1.051 0.059 1.369
H -1.963 1.618 1.275
H 0.689 1.278 2.715
H -0.434 2.555 2.986
H -0.872 0.856 3.543
C 0.478 -0.845 -1.521
C 0.837 -1.748 -2.724
H -0.511 -0.376 -1.569
H 0.320 -1.457 -0.628
H 1.159 0.007 -1.510
H 1.447 -2.605 -2.405
H 1.633 -1.299 -3.320
H -0.118 -2.101 -3.104
*
```

The orbital gap is 0.453 hartree. As for the HOMO energy: -11.21 eV. Its SMILES is CC.CC. Its energy relative to the best compared isomer or geometry (same formula, charge and spin) is 17.0 kcal per mole. The calculation puts the total energy at -159.5579 a.u.

Entry from the Open Molecules 2025 dataset: one molecule with the formula C3H7INP in a non-equilibrium geometry (ωB97M-V/def2-TZVPD).

```
! RIJCOSX wB97M-V def2-TZVPD def2/J DEFGRID3
* xyz 0 1
I 3.005 -0.001 -0.044
C 0.886 -0.068 -0.497
C 0.158 1.116 0.266
N -1.317 0.793 -0.011
P -1.616 -0.918 -0.016
C 0.146 -1.250 0.171
H 0.753 0.282 -1.495
H 0.336 1.131 1.434
H 0.356 2.179 -0.083
H -2.071 1.280 0.566
H -1.415 -1.081 -1.315
H 0.378 -2.310 -0.191
H 0.400 -1.153 1.214
*
```

The orbital gap is 0.340 hartree. As for the HOMO energy: -8.87 eV. Its SMILES is I[C@@H]1CNPC1. Its energy relative to the best compared isomer or geometry (same formula, charge and spin) is 13.4 kcal per mole. The calculation puts the total energy at -812.2670 a.u.

Entry from the Open Molecules 2025 dataset: C17H31N2O2P2Tl as an isolated structure in a non-equilibrium geometry (ωB97M-V/def2-TZVPD).

```
! RIJCOSX wB97M-V def2-TZVPD def2/J DEFGRID3
* xyz 2 1
Tl -1.369 0.374 0.427
P 0.392 2.320 0.018
C 0.846 2.039 -1.731
C 1.049 0.602 -2.155
N 0.394 -0.358 -1.489
C 0.479 -1.620 -1.927
C 1.333 -1.987 -2.974
C 2.104 -1.009 -3.582
C 1.969 0.308 -3.169
C -0.328 -2.706 -1.260
P -1.821 -2.114 -0.349
H 2.538 1.125 -3.611
H 1.381 -3.035 -3.267
H 2.781 -1.264 -4.394
H -0.674 -3.435 -2.011
H 0.302 -3.241 -0.527
H -0.006 2.371 -2.286
H 1.727 2.670 -1.957
H -1.993 1.997 -2.378
O -1.378 2.771 -2.828
H -1.343 2.839 -3.808
H -2.728 1.649 0.540
O -2.663 1.273 -1.534
H -3.614 1.514 -1.632
C -3.073 -2.075 -1.687
H -3.102 -3.047 -2.209
H -4.058 -1.858 -1.241
H -2.822 -1.259 -2.386
C -2.306 -3.518 0.700
H -3.207 -3.228 1.260
H -2.516 -4.420 0.109
H -1.498 -3.723 1.417
C 1.921 2.437 0.979
H 2.505 3.310 0.662
H 1.675 2.549 2.044
H 2.523 1.526 0.876
C -0.315 4.003 0.010
H -0.603 4.272 1.040
H 0.441 4.715 -0.357
H -1.198 4.017 -0.648
C 2.265 -1.857 1.353
C 1.677 -1.095 2.476
C 2.221 -1.034 3.805
C 1.358 -0.197 4.531
C 0.329 0.213 3.626
C -0.779 1.110 3.976
N 0.538 -0.335 2.398
H 2.089 -2.942 1.479
H 3.359 -1.700 1.329
H 1.834 -1.537 0.391
H 3.125 -1.554 4.119
H 1.423 0.105 5.570
H -1.340 0.692 4.818
H -0.381 2.075 4.309
H -1.461 1.273 3.137
*
```

The orbital gap (alpha / beta) is 0.178 / 0.281 hartree. As for the HOMO energy (alpha / beta): -14.27 / -14.91 eV. Its energy relative to the best compared isomer or geometry (same formula, charge and spin) is 12.1 kcal per mole. The calculation puts the total energy at -1780.8672 a.u.

- The highest total energy belongs to which entry?
  C4H12

- Which of these has the highest total energy?
  C4H12

- total energy of number 7 (C3H7INP)?
  -812.2670 a.u.